# C4H4NO3

A 2-piece molecular cluster, C4H4NO3 overall at a distorted geometry (ωB97M-V/def2-TZVPD, the OMol25 dataset).

Calculated values
* gap between HOMO and LUMO: 6.74 eV
* largest force on an atom: 3.99 eV Å⁻¹
* energy: -11842.4043 eV
* LUMO: 4.125 eV

The geometry in ORCA input format:
```
! wB97M-V def2-TZVPD RIJCOSX def2/J DEFGRID3
* xyz -1 1
C -0.25 -1.93 0.11
C -2.44 -0.65 -1.99
C -0.63 -0.57 -0.17
C 0.29 0.63 0.11
N -1.00 -1.69 1.07
O -3.22 0.15 -1.65
O -2.12 -1.47 -2.78
O -0.16 1.67 -0.76
H 0.32 -2.77 -0.33
H 1.35 0.40 -0.15
H 0.04 1.07 1.09
H -0.98 1.88 -0.43
*
```